ORCA calculation (wB97M-V/def2-TZVPD) on a cluster of 14 separate species, C4H37N3O14 in total at a distorted geometry.

XYZ file:
```
58
Properties=species:S:1:pos:R:3:forces:R:3:lowdin_charge:R:1
C 1.5845 2.6052 0.4992 0.2 -1.6 1.3 -0.1214
N 2.6679 1.6377 0.6912 0.4 -0.2 1.1 0.0693
C 2.8941 1.0736 1.9400 0.6 -0.4 -0.8 -0.5654
N 3.6788 -0.0740 1.9659 -0.3 1.1 1.6 0.1639
O 2.4658 1.5441 2.9895 0.0 0.4 -0.1 0.0059
C 0.2711 1.7873 0.3939 -0.9 1.2 1.1 -0.4323
C -0.1092 1.7301 -1.0257 -2.7 0.2 -2.7 -0.1037
N -0.8106 2.5039 1.1336 1.2 -1.0 -0.3 0.0487
H 1.5222 3.1988 1.4281 0.2 0.1 -0.8 0.1243
H 1.7761 3.1602 -0.4234 0.0 0.2 0.4 0.1281
H 2.9964 1.1388 -0.1160 0.4 0.0 -0.1 0.1019
H 4.1792 -0.2921 2.8544 -0.9 0.2 -1.5 0.1356
H 3.7623 -0.6253 1.1524 0.7 -0.5 -0.7 0.0562
H 0.4429 0.7581 0.7600 -0.1 0.6 0.2 0.1482
H 0.6744 1.4911 -1.6945 0.9 -0.8 -0.7 0.0550
H -1.0140 1.1306 -1.2293 0.6 -1.0 0.4 0.0559
H -0.6101 2.5839 -1.5728 1.1 0.6 1.4 0.1195
H -0.9499 3.2874 0.4834 -1.6 -0.4 1.5 0.0902
H -1.4595 1.9960 1.7821 0.6 1.3 -1.4 0.0774
H -5.2431 -0.7191 0.9366 -0.3 -0.4 -0.2 0.0571
H -4.3752 0.0861 1.8582 0.3 0.1 1.1 0.0203
O -4.9958 0.1794 1.1463 0.0 0.3 -0.6 -0.0177
H 5.1236 -0.4977 -1.8840 -0.1 0.0 0.2 0.0489
H 3.6894 -0.7096 -1.3918 1.4 0.4 0.1 0.0412
O 4.5569 -0.2868 -1.1298 -1.5 -0.6 -0.3 -0.0830
H 0.5607 1.2955 5.2713 0.9 0.2 0.7 0.0564
H 0.9529 1.9005 3.8334 0.6 -0.2 0.4 0.0231
O 0.2484 1.6579 4.4569 -1.5 0.5 -0.8 -0.0544
H -1.1928 0.5486 -3.2331 -0.2 -0.3 -1.0 0.0320
H -1.4319 -0.5888 -4.2454 -0.3 -0.6 0.0 0.0236
O -1.0587 0.2748 -4.1656 0.7 1.8 0.3 -0.0442
H -2.7945 0.3674 4.1783 0.2 -0.2 0.1 0.0359
H -1.5936 1.3006 3.9020 0.6 0.0 0.4 -0.0219
O -2.5508 1.2398 3.8705 -0.7 0.2 -0.6 -0.0522
H 2.3341 -3.1166 -2.6385 1.4 1.8 -1.0 0.0574
H 2.1958 -1.6418 -2.9844 -0.9 1.3 -0.4 -0.0461
O 2.8592 -2.3126 -3.0095 -0.5 -3.0 1.5 -0.0923
H 0.5977 0.1007 -3.8331 -1.2 0.1 -1.0 -0.0365
H 2.0336 0.1320 -4.4947 -0.1 0.0 -0.6 0.0525
O 1.5349 0.0705 -3.6880 1.7 -0.1 1.6 -0.0477
H -1.2535 -1.8445 -1.6343 -0.2 1.2 -3.0 0.1108
H -1.8182 -2.6987 -2.6505 0.5 2.1 -0.9 0.1271
O -1.4663 -1.7319 -2.6646 0.3 -4.5 4.2 -0.1207
H 0.2362 -0.1004 4.2719 -1.2 0.1 0.4 -0.0436
H 1.1748 -0.8504 3.6213 -1.1 -1.5 0.6 0.0498
O 0.3289 -1.0553 4.1309 2.2 0.9 -1.3 -0.0984
H -1.8109 0.3281 0.4826 2.2 2.4 -0.1 -0.0344
H -3.2290 -0.0198 0.5190 0.4 -0.7 -0.2 0.0478
O -2.3249 -0.4282 0.5167 -2.6 -1.5 0.0 -0.0331
H -0.1353 -4.4917 -1.6896 -0.7 -0.7 -0.9 0.0255
H 0.7812 -3.8892 -0.8452 1.0 0.1 -0.2 0.0592
O 0.7854 -4.2469 -1.7524 -0.3 0.5 1.3 -0.0476
H -2.4508 -3.2105 0.8681 0.1 -0.2 0.3 0.0342
H -2.3400 -2.0476 -0.1257 -0.1 -2.1 0.5 0.0217
O -2.3151 -3.0768 -0.0709 0.1 2.2 -0.7 -0.1060
H -2.7471 -0.7817 -2.8966 -1.1 0.7 0.7 -0.0289
H -3.3155 0.3931 -2.0615 0.3 0.8 1.2 -0.0094
O -3.5127 -0.1636 -2.7864 -0.4 -1.1 -1.4 -0.0639
```
Forces are in eV/Å.

## Properties
* E_tot: -37883.342 eV
* energy above the lowest of the compared OMol25 structures with the same formula, charge and spin: 248.99 kJ/mol
* HOMO energy: -9.2 eV
* F_max: 6.190 eV/Å
* LUMO: -0.268 eV